No. 1
The following is a DFT calculation (ωB97M-V/def2-TZVPD) of a 2-piece molecular cluster, C4H12 overall in a non-equilibrium geometry.

Structure (XYZ):
```
16
C4H12 | OMol25 | ωB97M-V/def2-TZVPD
C -2.212 -1.437 -0.285
C -0.696 -1.435 -0.548
H -2.429 -1.397 0.782
H -2.581 -0.502 -0.719
H -2.651 -2.391 -0.569
H -0.257 -0.734 0.148
H -0.332 -2.441 -0.425
H -0.243 -0.999 -1.448
C 1.388 1.461 -0.367
C 1.504 1.381 1.181
H 2.193 2.059 -0.820
H 1.426 0.535 -0.945
H 0.451 1.994 -0.554
H 0.876 0.545 1.479
H 1.203 2.336 1.608
H 2.580 1.236 1.447
```

Calculated values
* gap between HOMO and LUMO: 12.36 eV
* relative energy (zero: lowest compared OMol25 entry of this formula, charge and spin): 56.1 kJ/mol
* structure (SMILES): CC.CC
* lowest unoccupied orbital energy: 1.131 eV
* total charge: 0

Atom charges from the Löwdin analysis, given in e for atoms 1 to 8: -0.154 -0.168 0.058 0.066 0.058 0.021 0.059 0.060

---

No. 2
The following is a DFT calculation (ωB97M-V/def2-TZVPD) of a 2-piece molecular cluster, ClHN2O4S overall in a non-equilibrium geometry.

Structure (XYZ):
```
9
ClHN2O4S | OMol25 | ωB97M-V/def2-TZVPD
N 0.239 0.240 0.522
N -0.450 -0.284 -0.232
O -0.910 -1.060 -0.921
O -2.515 0.817 0.249
O -4.374 0.760 -1.406
O -4.892 1.261 0.839
S -3.965 0.660 -0.042
Cl -4.115 -1.363 0.423
H 0.631 1.177 0.894
```

Calculated values
* gap between HOMO and LUMO: 6.27 eV
* relative energy (zero: lowest compared OMol25 entry of this formula, charge and spin): 87.7 kJ/mol
* lowest unoccupied orbital energy: -3.175 eV
* total charge: 0

Atom charges from the Löwdin analysis, given in e for atoms 1 to 8: 0.359 -0.117 0.320 -0.476 -0.363 -0.350 0.117 0.261

---

No. 3
The following is a DFT calculation (ωB97M-V/def2-TZVPD) of one molecule with the formula C4H5O2P in a non-equilibrium geometry.

Structure (XYZ):
```
12
C4H5O2P | OMol25 | ωB97M-V/def2-TZVPD
H -2.182 -2.796 0.767
P -1.341 -2.391 -0.301
C -0.803 -1.071 0.542
C 0.000 -0.052 -0.210
O 0.125 -0.297 -1.536
C 0.458 1.061 0.391
C 1.473 1.881 -0.185
O 2.103 2.726 0.403
H -1.240 -0.941 1.519
H -0.598 -1.022 -1.573
H 0.452 1.242 1.408
H 1.552 1.659 -1.225
```

Calculated values
* gap between HOMO and LUMO: 8.05 eV
* relative energy (zero: lowest compared OMol25 entry of this formula, charge and spin): 198.3 kJ/mol
* structure (SMILES): [H]/P=C/C(O)=C/C=O
* lowest unoccupied orbital energy: -1.369 eV
* total charge: 0

Atom charges from the Löwdin analysis, given in e for atoms 1 to 8: -0.106 0.910 -0.409 -0.418 0.000 -0.011 -0.290 0.056